No. 1
DFT (ωB97M-V/def2-TZVPD) results for a gas-phase ion, C14H19OS (charge +1).

Summary:
**Multiplicity**: 1
**HOMO**: -12.070 eV
**Total charge**: +1

Last column: natural (NBO) charge in e.
Cartesian coordinates (Å):
C -1.4482 -1.7395 0.8136  -0.392
C -2.8699 -1.2263 1.1845  -0.454
C -2.6527 0.2372 1.4388  -0.132
C -1.3770 0.6192 1.2091  -0.236
C -0.5829 -0.4879 0.5225  -0.134
C 0.8915 -0.5841 0.9582  0.049
C 1.6308 0.5721 1.2051  -0.250
C 3.0121 0.4942 1.3997  -0.175
C 3.6429 -0.7515 1.4593  -0.201
C 2.8830 -1.9149 1.3202  -0.187
C 1.5055 -1.8323 1.0769  -0.247
H -1.0479 -2.2648 1.6873  0.242
H -1.4751 -2.4319 -0.0353  0.215
H -3.6063 -1.4390 0.3926  0.221
H -3.2280 -1.7487 2.0858  0.244
H -3.4702 0.8748 1.7847  0.232
H -0.9011 1.5457 1.5268  0.215
H 1.1438 1.5496 1.2623  0.195
H 3.5818 1.4144 1.5019  0.224
H 4.7164 -0.8104 1.6328  0.231
H 3.3479 -2.8966 1.4007  0.228
H 0.9139 -2.7472 0.9734  0.220
C -0.3289 1.0243 -3.5116  -0.841
S 0.1861 1.0592 -1.8100  1.828
C -0.4899 2.5802 -1.1842  -0.852
C -0.6415 -0.3248 -1.0075  -0.606
O 1.6431 0.9910 -1.7105  -0.848
H -1.4176 1.1566 -3.5748  0.264
H 0.1961 1.8440 -4.0249  0.287
H -0.0203 0.0559 -3.9288  0.283
H -1.5263 2.6795 -1.5465  0.269
H -0.4683 2.5899 -0.0890  0.286
H 0.1407 3.3909 -1.5820  0.286
H -1.6892 -0.2719 -1.3376  0.258
H -0.1939 -1.2068 -1.4936  0.277

---

No. 2
DFT (ωB97M-V/def2-TZVPD) results for 2 unconnected molecules or ions with the total composition C3H12N3O.

Summary:
**Multiplicity**: 1
**ΔE to the lowest compared entry with this formula, charge and spin**: 223.0 kJ/mol
**HOMO**: -14.198 eV
**Total charge**: +1

Last column: natural (NBO) charge in e.
Cartesian coordinates (Å):
C 1.0632 2.0122 0.6321  -0.441
C -1.1401 0.7213 0.6507  0.683
N -1.6154 -0.5628 0.5032  -0.779
N 0.2364 0.7946 0.4134  -0.562
N -1.8139 1.8424 0.7924  -0.763
H -1.1704 -1.3336 0.0550  0.459
H -2.6299 -0.5538 0.2497  0.402
H 0.7264 -0.0818 0.5046  0.419
H -1.2677 2.7148 1.0196  0.438
H -2.8124 1.8929 1.0122  0.441
H 1.7499 1.8749 -0.2549  0.244
H 1.5201 1.9701 1.5923  0.222
H 0.6410 3.0002 0.5400  0.217
C 1.4093 -2.4788 -1.1183  -0.252
O 0.1189 -1.9634 -1.3125  -0.770
H -0.1683 -1.9237 -2.1852  0.490
H 1.2404 -3.5386 -1.1093  0.194
H 2.1999 -2.0032 -1.7899  0.188
H 1.7124 -2.3837 -0.1951  0.170

---

No. 3
DFT (ωB97M-V/def2-TZVPD) results for a molecular structure, C22H25BClGaIO6.

Summary:
**Multiplicity**: 1
**ΔE to the lowest compared entry with this formula, charge and spin**: 0.0 kJ/mol
**HOMO**: -5.177 eV
**Total charge**: -1

Last column: natural (NBO) charge in e.
Cartesian coordinates (Å):
O 3.9080 7.4152 2.6788  -0.623
C 3.5612 6.2994 2.9922  0.802
O 3.7786 5.8361 4.2448  -0.688
C 2.8505 5.3441 2.0656  -0.513
C 2.4365 3.9889 2.6591  -0.394
C 2.0994 2.9631 1.5521  -0.953
Ga 0.1416 2.4964 1.3866  1.367
I -0.0089 1.1576 -0.9346  -0.557
C -1.0320 4.1259 1.1054  -0.946
C -1.3190 4.9551 2.3637  -0.419
C -2.3675 4.4106 3.3587  -0.365
Cl -3.4439 3.1284 2.7342  -0.084
C -0.5022 1.1729 2.7803  -1.368
B -0.2853 1.5887 4.2604  1.131
O 0.9064 2.1210 4.7676  -0.943
O -1.3144 1.5165 5.1958  -0.906
H 3.9460 6.6203 4.7892  0.488
H 1.9572 5.9034 1.7595  0.236
H 3.4861 5.2023 1.1859  0.233
H 3.2682 3.6178 3.2666  0.199
H 1.5973 4.1621 3.3360  0.204
H 2.6350 2.0234 1.7281  0.210
H 2.4479 3.3380 0.5833  0.207
H -1.9504 3.8578 0.5791  0.221
H -0.4578 4.7591 0.4150  0.210
H -1.6644 5.9584 2.0742  0.183
H -0.3832 5.1151 2.9133  0.199
H -1.9055 4.0396 4.2744  0.218
H -3.0438 5.2160 3.6510  0.202
H -1.5524 0.9065 2.6138  0.231
H 0.0868 0.2627 2.5855  0.251
H 1.6077 1.4729 4.8619  0.494
H -2.0046 0.9488 4.8386  0.486
C 0.4205 -8.2167 -5.3852  -0.200
C 1.2761 -7.2830 -5.9611  -0.200
C 1.2044 -5.9521 -5.5878  -0.161
C 0.2716 -5.5454 -4.6416  -0.135
C -0.5960 -6.4785 -4.0756  -0.050
C -0.5132 -7.8157 -4.4456  -0.193
C -1.6314 -6.0629 -3.0823  0.541
O -2.3776 -6.8858 -2.5907  -0.542
C -1.7147 -4.6222 -2.7309  -0.170
C -2.6982 -4.2025 -1.8445  -0.157
C -2.7884 -2.8651 -1.4953  -0.194
C -1.8940 -1.9385 -2.0187  -0.171
C -0.9104 -2.3506 -2.9036  -0.174
C -0.8210 -3.6882 -3.2696  -0.068
C 0.2241 -4.1043 -4.2433  0.529
O 1.0142 -3.3135 -4.7121  -0.521
H 0.4824 -9.2582 -5.6733  0.212
H 2.0007 -7.5966 -6.7015  0.213
H 1.8663 -5.2156 -6.0220  0.238
H -1.1873 -8.5288 -3.9916  0.236
H -3.3858 -4.9307 -1.4369  0.231
H -3.5565 -2.5393 -0.8061  0.217
H -1.9574 -0.8945 -1.7375  0.256
H -0.2075 -1.6357 -3.3092  0.251

---

No. 4
DFT (ωB97M-V/def2-TZVPD) results for 11 unconnected molecules or ions with the total composition C51H110O39P6.

Summary:
**Multiplicity**: 1
**ΔE to the lowest compared entry with this formula, charge and spin**: 187.0 kJ/mol
**HOMO**: -10.350 eV

Last column: Mulliken charge in e.
Cartesian coordinates (Å):
C -1.6990 3.0940 -1.8916  -0.781
C -3.1124 2.6057 -1.5488  -0.550
O -3.4462 3.0382 -0.2840  0.729
P -4.9934 3.4402 0.0211  0.324
O -5.5402 4.4695 -0.8897  -0.818
O -5.8144 2.0164 -0.0005  -0.010
C -7.1619 1.9029 0.3863  -0.519
C -7.5687 0.4452 0.1160  -1.041
O -4.9481 3.8782 1.5798  -0.407
C -3.9593 4.9426 1.8908  0.113
C -4.3074 5.7601 3.2289  -1.204
H -1.3675 2.6397 -2.8253  0.458
H -1.6749 4.1776 -2.0067  0.243
H -1.0430 2.7719 -1.0828  -0.120
H -3.7699 2.9636 -2.3410  0.521
H -3.2129 1.5241 -1.6397  0.154
H -7.2938 2.2100 1.4238  0.288
H -7.7263 2.5840 -0.2506  0.460
H -7.3389 0.2117 -0.9236  0.211
H -7.0284 -0.2506 0.7580  0.192
H -8.6302 0.2468 0.2642  0.507
H -2.9797 4.4696 1.9597  0.008
H -3.9252 5.6068 1.0272  0.477
H -3.6458 6.6179 3.3491  0.198
H -5.3330 6.0838 3.0515  0.370
H -4.2227 5.1721 4.1428  0.301
C 4.6176 -8.4874 -3.4829  -1.378
C 4.5304 -8.1295 -2.0091  0.424
O 5.7913 -7.7935 -1.5605  -0.343
P 6.0756 -7.0512 -0.1098  0.393
O 7.4936 -6.8243 0.2590  -0.781
O 5.2188 -5.7176 -0.2892  0.379
C 5.7920 -4.5396 -0.7793  -0.847
C 4.8468 -3.4015 -0.4211  0.022
O 5.2131 -7.9249 0.9217  -0.236
C 5.2727 -7.6310 2.3211  -0.291
C 6.2084 -8.7581 2.8799  -1.159
H 4.7859 -7.5080 -3.9307  0.314
H 5.5022 -9.0941 -3.6768  0.322
H 3.7560 -8.9670 -3.9471  0.375
H 3.7702 -7.3965 -1.7393  0.018
H 4.1264 -9.0751 -1.6477  0.189
H 6.7887 -4.3230 -0.3950  0.435
H 5.9248 -4.5527 -1.8611  0.386
H 5.3528 -2.5058 -0.7813  0.065
H 3.9192 -3.5974 -0.9590  -0.186
H 4.6186 -3.2104 0.6275  0.229
H 5.5457 -6.5932 2.5128  0.330
H 4.2732 -7.7039 2.7496  0.305
H 6.2111 -8.7583 3.9699  0.408
H 5.8003 -9.7041 2.5240  0.283
H 7.2362 -8.6249 2.5422  0.285
C -9.5372 -3.2479 -3.3059  -1.316
C -8.7556 -2.5392 -2.2130  -0.059
O -7.5538 -3.1613 -2.0433  -0.222
P -6.3118 -3.1448 -3.0838  0.555
O -6.5890 -2.5720 -4.4197  -0.797
O -5.2063 -2.2327 -2.3266  -0.160
C -4.6808 -2.5566 -1.0496  -0.213
C -3.1308 -2.6373 -1.0357  -0.637
O -5.7618 -4.7334 -3.0701  -0.255
C -6.5461 -5.6951 -3.6470  0.017
C -5.8547 -6.1933 -4.9259  -1.247
H -10.5133 -2.8170 -3.5290  0.410
H -8.9599 -3.0759 -4.2142  0.349
H -9.6576 -4.3098 -3.0914  0.266
H -8.6090 -1.5240 -2.5816  0.253
H -9.2795 -2.4659 -1.2600  0.377
H -5.1017 -1.6876 -0.5438  0.009
H -5.0841 -3.4742 -0.6212  0.440
H -2.5367 -1.9398 -1.6263  0.370
H -2.8217 -2.4213 -0.0130  -0.102
H -2.7411 -3.6291 -1.2652  0.439
H -6.6194 -6.6011 -3.0454  0.335
H -7.5466 -5.3445 -3.9004  0.107
H -4.8580 -6.5496 -4.6656  0.303
H -6.4046 -7.0942 -5.1981  0.397
H -5.7174 -5.4499 -5.7111  0.310
C 3.6958 -0.4060 1.3808  0.490
C 4.0691 -0.5565 2.8637  -0.998
O 3.1102 -0.0487 3.7386  -0.070
P 3.1564 1.5466 4.1708  0.803
O 4.5663 2.0373 4.1613  -0.760
O 2.5091 1.5848 5.6483  -0.355
C 3.0218 0.9699 6.8277  -0.469
C 2.3091 -0.3221 6.9379  -0.592
O 2.1131 2.2215 3.1349  -0.310
C 0.8154 1.6892 2.7958  0.704
C 0.4297 2.3176 1.4886  0.269
H 4.4401 -0.8318 0.7079  0.462
H 2.7320 -0.9102 1.3109  -0.284
H 3.4860 0.6401 1.1577  -0.419
H 4.1158 -1.5999 3.1755  0.343
H 5.0907 -0.1973 2.9882  0.393
H 4.1045 0.8460 6.8507  0.310
H 2.7729 1.6109 7.6734  0.322
H 1.2408 -0.1804 7.1019  0.199
H 2.4699 -0.8792 6.0149  0.014
H 2.6293 -0.9137 7.7956  0.464
H 0.8517 0.6060 2.6792  -0.762
H 0.1081 1.8749 3.6042  0.609
H 1.0310 1.8983 0.6820  -0.441
H -0.5746 1.9307 1.3158  -0.452
H 0.3962 3.4070 1.4771  0.469
C -2.1318 10.6010 -1.6108  -1.274
C -1.2648 9.3480 -1.1757  0.015
O -0.7746 9.5389 0.0940  -0.389
P -0.5109 8.2234 1.0304  0.458
O -1.7077 7.4009 1.5052  -0.263
O 0.5825 7.3874 0.1462  -0.149
C 0.1601 6.4768 -0.9329  0.047
C 1.2772 5.5250 -1.3187  -0.605
O 0.3713 8.8467 2.2438  -0.365
C -0.2804 9.2260 3.4774  0.055
C 0.8047 9.3353 4.5577  -1.326
H -3.2163 10.4915 -1.6193  0.292
H -1.8555 11.4798 -1.0283  0.310
H -2.0138 10.8550 -2.6642  0.365
H -1.9125 8.4732 -1.2337  0.290
H -0.4466 9.1346 -1.8635  0.261
H -0.5783 5.7645 -0.5646  0.099
H -0.1734 7.0688 -1.7852  0.268
H 1.4382 4.7551 -0.5642  -0.531
H 1.0340 5.0551 -2.2716  0.386
H 2.2213 6.0598 -1.4219  0.571
H -0.8100 10.1737 3.3802  0.287
H -0.9375 8.3982 3.7439  0.113
H 1.5944 10.0737 4.4188  0.332
H 0.4478 9.6907 5.5244  0.423
H 1.2058 8.3737 4.8780  0.310
C 0.2126 -2.5527 5.1866  -1.489
C 0.1513 -1.3183 4.1863  0.726
O -1.1904 -0.8653 4.0065  -0.313
P -2.0082 -1.5274 2.7667  -0.789
O -1.1951 -1.3473 1.5572  0.822
O -2.2993 -3.0684 3.2240  0.021
C -2.8928 -4.0247 2.3455  0.468
C -3.1076 -5.3330 3.0982  -1.483
O -3.4558 -0.7759 2.7104  -0.416
C -3.5161 0.4657 2.1140  1.096
C -3.6646 1.5051 3.2154  -1.055
H -0.2250 -2.2717 6.1445  0.394
H -0.3359 -3.4544 4.9142  0.227
H 1.2406 -2.8400 5.4072  0.396
H 0.5752 -0.4437 4.6798  0.030
H 0.6672 -1.4735 3.2388  -0.234
H -3.8310 -3.5736 2.0222  0.190
H -2.3170 -4.1336 1.4264  -0.014
H -2.1269 -5.5939 3.4961  0.338
H -3.7097 -5.1971 3.9966  0.346
H -3.3601 -6.2193 2.5161  0.399
H -2.7998 0.8060 1.3661  -0.191
H -4.4842 0.3862 1.6195  -0.226
H -3.0930 1.1465 4.0715  0.507
H -3.2562 2.4402 2.8322  -0.064
H -4.6557 1.5479 3.6671  0.283
O 0.9293 -0.6689 -5.1660  -0.467
C 1.1151 0.0755 -6.1260  0.633
O 1.6716 1.2668 -5.9996  -0.208
C 1.7659 1.9058 -7.2816  -0.367
C 0.8765 1.1180 -8.1347  -0.328
O 0.8052 -0.1312 -7.4131  -0.391
H 1.4560 2.9469 -7.1907  0.305
H 2.7855 1.9885 -7.6579  0.276
H 1.4145 0.9486 -9.0675  0.263
H -0.1287 1.4679 -8.3698  0.281
O 6.4624 6.2002 -0.6446  -0.620
C 5.7987 5.2547 -0.2470  0.564
O 6.2712 4.4273 0.7120  -0.385
C 5.2377 3.4855 1.1116  0.147
C 4.2950 3.6586 -0.0163  1.408
O 4.5322 4.9893 -0.4585  -0.241
H 5.6304 2.4842 1.2884  0.144
H 4.7052 3.6823 2.0421  0.171
H 3.2455 3.6452 0.2779  -0.648
H 4.4400 2.9957 -0.8693  -0.634
O 2.2426 2.4745 -2.2555  -0.745
C 1.9603 1.2882 -2.0734  0.596
O 2.8604 0.2842 -1.8312  0.222
C 2.1962 -0.9332 -1.8705  0.610
C 0.7736 -0.5213 -1.6326  0.032
O 0.7704 0.7478 -2.1435  -0.468
H 2.1931 -1.4381 -2.8366  0.526
H 2.6028 -1.6953 -1.2057  -0.740
H 0.4810 -0.6128 -0.5866  -0.134
H 0.0245 -1.1681 -2.0894  0.265
O 5.8586 -2.5469 -3.5870  -0.592
C 5.7089 -1.3118 -3.4611  0.685
O 5.0215 -0.5184 -4.3329  -0.316
C 5.1719 0.8777 -4.1038  -0.023
C 6.0425 0.8282 -2.8217  0.245
O 6.3033 -0.5123 -2.5694  -0.352
H 5.6744 1.3596 -4.9425  0.379
H 4.3012 1.5007 -3.8988  0.014
H 5.5884 1.3170 -1.9597  -0.317
H 6.9749 1.3918 -2.8535  0.344
O 1.3867 -5.6801 -3.0621  -0.612
C 1.2997 -5.3095 -1.9069  0.601
O 1.4354 -4.0400 -1.5136  -0.174
C 1.0513 -3.9858 -0.1694  0.600
C 1.0062 -5.3861 0.3779  0.158
O 0.8695 -6.0632 -0.8402  -0.432
H 1.7911 -3.3757 0.3488  -0.246
H 0.0502 -3.5618 -0.0913  -0.192
H 0.0670 -5.4633 0.9257  0.162
H 1.8973 -5.7147 0.9127  0.147

---

Calculated gap between HOMO and LUMO (eV), listed in the same order as above: 9.3; 11.3; 6.0; 10.3